(1)
The following is a quantum chemistry calculation of the molecule C4H7NO2, from the OMol25 dataset.

Structure (ORCA input):
```
! RIJCOSX wB97M-V def2-TZVPD def2/J DEFGRID3
* xyz 0 1
N -0.809 0.266 2.311
C -0.039 0.448 1.199
O 1.108 0.853 1.260
C -0.739 0.120 -0.115
C 0.176 0.279 -1.305
C 1.240 -0.685 -1.557
O 0.043 -0.704 -2.324
H -0.368 0.376 3.211
H -1.701 -0.199 2.270
H -1.622 0.763 -0.217
H -1.101 -0.916 -0.093
H 0.305 1.294 -1.680
H 1.373 -1.520 -0.868
H 2.135 -0.374 -2.093
*
```

- molar mass (g mol⁻¹) = 101.10
- orbital gap (hartree) = 0.3980
- relative energy (zero: lowest compared OMol25 entry of this formula, charge and spin) (kJ/mol) = 133.59
- SMILES string = NC(=O)C[C@H]1CO1
- HOMO (Ha) = -0.3680

***

(2)
The following is a quantum chemistry calculation of a structure of composition C28H24FN7OV at a distorted geometry, from the OMol25 dataset.

Structure (ORCA input):
```
! RIJCOSX wB97M-V def2-TZVPD def2/J DEFGRID3
* xyz 0 2
V -0.026 -0.781 0.045
C 1.755 3.190 -3.491
C 2.606 2.086 -3.451
C 2.547 1.187 -2.399
C 1.640 1.365 -1.350
C 0.787 2.468 -1.404
C 0.841 3.369 -2.464
N 1.521 0.438 -0.291
C 2.674 0.022 0.386
C 3.891 0.697 0.449
C 4.938 0.177 1.200
C 4.794 -1.017 1.902
C 3.593 -1.705 1.847
C 2.549 -1.191 1.094
N 1.304 -1.791 0.893
N 1.068 -3.029 1.368
C -0.145 -3.405 0.998
C -0.638 -4.704 1.314
C -1.856 -5.084 0.862
C -2.638 -4.189 0.077
C -2.140 -2.959 -0.189
N -0.924 -2.524 0.261
H 1.817 3.903 -4.304
H 3.318 1.924 -4.252
H 3.200 0.322 -2.375
H 0.079 2.621 -0.597
H 0.179 4.228 -2.473
H 4.013 1.629 -0.091
H 5.878 0.713 1.244
H 5.619 -1.406 2.485
H 3.449 -2.641 2.370
H -0.012 -5.355 1.908
H -2.233 -6.073 1.090
H -3.610 -4.471 -0.300
H -2.712 -2.250 -0.775
C -1.300 1.157 -4.155
N -1.892 1.045 -2.819
C -2.972 1.775 -2.466
C -3.500 1.732 -1.227
C -2.828 0.931 -0.251
N -1.732 0.259 -0.588
C -1.308 0.218 -1.876
O -0.389 -0.559 -2.164
N -3.281 0.828 0.992
H -2.058 0.964 -4.913
H -0.506 0.423 -4.235
H -0.873 2.150 -4.285
H -3.393 2.391 -3.251
H -4.380 2.303 -0.977
H -3.985 1.469 1.314
H -2.670 0.395 1.684
F -1.650 1.618 5.559
C -1.249 1.068 4.388
C -1.499 -0.264 4.151
C -1.086 -0.814 2.936
C -0.442 -0.065 1.938
C -0.199 1.283 2.260
C -0.591 1.856 3.466
H -2.000 -0.861 4.903
H -1.289 -1.867 2.775
H 0.336 1.908 1.556
H -0.387 2.895 3.697
*
```

- ⟨S²⟩ = 1.23
- molar mass (g mol⁻¹) = 544.49
- orbital gap (spin up / spin down) (hartree) = 0.2475 / 0.2173
- relative energy (zero: lowest compared OMol25 entry of this formula, charge and spin) (kJ/mol) = 0.00
- HOMO (spin up / spin down) (Ha) = -0.2577 / -0.2298

***

(3)
The following is a quantum chemistry calculation of a structure of composition C2H5O3Pt at a distorted geometry, from the OMol25 dataset.

Structure (ORCA input):
```
! RIJCOSX wB97M-V def2-TZVPD def2/J DEFGRID3
* xyz 2 4
H -4.408 0.789 -0.567
O -2.457 0.536 -0.472
O -1.300 0.756 -1.028
C -3.630 0.257 -1.129
H -3.505 -0.740 -1.557
Pt -1.041 2.320 -1.724
O -1.980 2.874 -3.069
C -3.155 2.629 -3.464
H -3.309 2.716 -4.558
H -3.919 1.008 -2.246
H -3.939 3.163 -2.896
*
```

- ⟨S²⟩ = 3.76
- molar mass (g mol⁻¹) = 272.14
- orbital gap (spin up / spin down) (hartree) = 0.2975 / 0.2735
- relative energy (zero: lowest compared OMol25 entry of this formula, charge and spin) (kJ/mol) = 209.89
- HOMO (spin up / spin down) (Ha) = -0.7359 / -0.7829

***

(4)
The following is a quantum chemistry calculation of a cluster of 9 separate species, C12H42O9 in total at a distorted geometry, from the OMol25 dataset.

Structure (ORCA input):
```
! RIJCOSX wB97M-V def2-TZVPD def2/J DEFGRID3
* xyz 0 1
C 1.566 -1.066 -3.653
C 1.081 0.263 -3.033
C 1.773 1.465 -3.804
O -0.307 0.313 -3.029
H 2.387 -1.483 -3.064
H 1.874 -1.004 -4.698
H 0.729 -1.754 -3.561
H 1.369 0.291 -1.963
H 1.594 2.446 -3.362
H 1.528 1.540 -4.879
H 2.864 1.294 -3.718
H -0.566 0.582 -2.142
C 3.387 -1.324 1.080
C 2.097 -1.016 1.851
C 1.582 -2.300 2.556
O 2.440 0.017 2.766
H 3.180 -2.080 0.332
H 4.208 -1.639 1.732
H 3.678 -0.409 0.566
H 1.307 -0.585 1.199
H 1.258 -3.021 1.806
H 0.686 -2.071 3.137
H 2.302 -2.757 3.242
H 1.694 0.160 3.368
C -0.773 -2.631 -1.007
C -1.129 -4.163 -0.860
C -0.241 -4.994 -1.739
O -0.882 -4.620 0.478
H 0.252 -2.424 -0.677
H -1.472 -1.922 -0.569
H -0.764 -2.448 -2.083
H -2.192 -4.328 -1.100
H -0.309 -4.728 -2.791
H -0.477 -6.048 -1.615
H 0.784 -4.829 -1.393
H -1.756 -4.733 0.863
C 0.748 5.054 2.629
C 1.092 4.014 1.534
C 0.376 2.677 1.715
O 0.898 4.606 0.206
H -0.218 5.563 2.535
H 1.554 5.789 2.675
H 0.779 4.504 3.576
H 2.155 3.777 1.670
H 0.613 1.988 0.897
H -0.714 2.762 1.824
H 0.759 2.248 2.637
H 0.015 4.320 -0.090
O -4.505 0.511 -0.420
H -5.076 -0.233 -0.669
H -4.995 1.289 -0.713
O -1.616 3.603 -0.808
H -1.638 2.782 -0.285
H -2.416 4.114 -0.614
O -1.626 0.843 -0.366
H -2.533 0.565 -0.602
H -1.416 0.280 0.398
O -1.738 -1.049 1.787
H -2.243 -0.743 2.553
H -1.455 -1.960 1.920
O -4.042 1.495 2.248
H -3.996 0.924 1.463
H -3.519 2.282 2.068
*
```

- molar mass (g mol⁻¹) = 330.46
- orbital gap (hartree) = 0.3387
- relative energy (zero: lowest compared OMol25 entry of this formula, charge and spin) (kJ/mol) = 68.45
- SMILES string = CC(C)O.CC(C)O.CC(C)O.CC(C)O.O.O.O.O.O
- HOMO (Ha) = -0.3485